# C8H12NO2P

A molecular structure, C8H12NO2P (wB97M-V/def2-TZVPD, the OMol25 dataset).

Values from the calculation:
* frontier orbital gap: 8.18 eV
* largest force on an atom: 5.30 eV Å⁻¹
* calculated total energy: -858.58939 Ha
* total charge: 0
* energy relative to the best compared isomer or geometry (same formula, charge and spin): 2.419 eV

Geometry as XYZ:
```
24
Properties=species:S:1:pos:R:3:forces:R:3:lowdin_charge:R:1
C -3.468 -0.202 -0.363 0.38 -0.36 -0.87 -0.073
C -2.902 -0.834 -1.463 -0.54 0.59 -0.30 -0.080
C -2.687 0.079 0.713 -1.72 0.84 1.94 -0.118
C -1.558 -0.976 -1.559 2.21 -1.31 1.94 -0.054
C -1.469 -0.463 0.767 4.17 -2.02 2.58 -0.162
C -0.847 -1.004 -0.333 -0.47 0.45 -0.62 -0.292
C 1.533 1.403 0.910 -0.23 -0.08 -2.43 -0.084
C 2.302 0.184 0.452 -3.85 -0.26 -2.61 -0.335
N 2.962 0.233 -0.751 0.28 -0.55 -0.72 0.008
O 1.272 -1.969 -1.574 1.29 -0.61 -2.31 -0.347
O 0.817 -3.059 0.658 -0.19 0.27 -0.10 -0.195
P 0.834 -1.677 -0.226 -0.22 2.16 2.79 0.661
H -4.492 0.013 -0.357 -1.36 0.29 0.02 0.093
H -3.489 -1.285 -2.216 -0.87 0.25 -1.00 0.099
H -3.050 0.531 1.637 -0.36 0.03 -0.44 0.116
H -0.947 -1.327 -2.361 -0.39 -0.33 -0.99 0.095
H -0.896 -0.687 1.772 -1.28 1.14 -1.67 0.141
H 0.779 1.176 1.670 0.17 0.32 -0.37 0.066
H 2.300 2.047 1.245 0.78 0.95 1.15 0.055
H 1.173 2.003 -0.008 -0.22 -1.21 1.43 0.111
H 2.786 -0.295 1.178 2.01 -1.88 2.85 0.047
H 3.086 -0.754 -1.101 0.02 1.61 -0.07 0.093
H 0.304 -3.094 1.475 0.04 0.26 -0.15 0.061
H 2.433 0.799 -1.419 0.37 -0.54 -0.01 0.093
```
Positions in Å, forces in eV/Å.

# C9H16ClN2O

2 unconnected molecules or ions with the total composition C9H16ClN2O (wB97M-V/def2-TZVPD, the OMol25 dataset).

Values from the calculation:
* frontier orbital gap (spin up / spin down): 8.80 / 8.80 eV
* largest force on an atom: 6.27 eV Å⁻¹
* calculated total energy: -997.02683 Ha
* total charge: +1
* energy relative to the best compared isomer or geometry (same formula, charge and spin): 3.607 eV

Geometry as XYZ:
```
29
Properties=species:S:1:pos:R:3:forces:R:3:lowdin_charge:R:1
C 2.082 -2.606 -0.912 -3.60 0.63 -5.10 0.109
C -0.133 3.189 1.620 -1.67 1.06 -0.61 0.025
C 1.472 -1.414 -1.113 -0.52 0.35 1.68 -0.118
C 0.804 2.274 1.728 1.19 1.40 -1.46 -0.130
C -2.842 -1.595 -1.049 -2.96 -0.98 -3.29 -0.041
C -1.687 -1.787 -0.316 2.16 -2.64 4.43 -0.488
C 1.654 -0.303 -0.156 0.09 0.39 -1.79 -0.003
C 1.603 1.942 0.457 0.65 3.95 1.21 -0.159
C -1.290 -1.032 0.942 -0.75 -2.30 1.09 -0.537
N 0.118 1.127 -1.219 -1.19 1.99 0.34 0.172
N 1.109 0.889 -0.312 0.94 -4.32 -0.26 -0.195
O -1.505 -1.077 -1.437 -0.83 0.55 -2.99 -0.084
Cl -2.592 -0.038 1.517 -0.83 0.92 0.56 0.660
H 1.695 -3.196 -1.831 1.35 -0.08 1.95 0.118
H 2.730 -3.046 -0.243 1.30 -0.32 1.57 0.054
H -0.589 3.696 2.435 -0.03 -0.01 1.09 0.065
H -0.577 3.645 0.713 0.52 -0.93 0.00 0.087
H 0.696 -1.303 -1.917 1.22 -0.10 0.77 0.119
H 1.407 2.342 2.606 -0.13 -1.07 0.98 0.101
H -3.301 -2.444 -1.686 1.36 1.34 0.91 0.163
H -3.594 -0.859 -0.887 -0.02 0.75 0.54 0.093
H -1.327 -2.833 -0.312 0.26 0.51 -0.11 0.160
H 2.439 -0.432 0.593 -0.34 0.42 -0.14 0.158
H -0.526 -0.358 0.636 0.79 0.01 0.56 0.008
H 2.668 1.787 0.781 -1.05 -0.02 -0.83 0.150
H 1.513 2.907 -0.186 0.62 -1.82 0.79 0.172
H -1.059 -1.780 1.789 0.17 1.39 -1.41 0.125
H -0.543 0.342 -1.373 0.46 0.19 0.24 0.076
H -0.427 1.964 -0.867 0.83 -1.25 -0.71 0.139
```
Positions in Å, forces in eV/Å.

# C7H14

A molecular structure, C7H14 (wB97M-V/def2-TZVPD, the OMol25 dataset).

Values from the calculation:
* frontier orbital gap (spin up / spin down): 7.69 / 7.30 eV
* largest force on an atom: 0.51 eV Å⁻¹
* calculated total energy: -274.90949 Ha
* total charge: 0
* energy relative to the best compared isomer or geometry (same formula, charge and spin): 5.626 eV

Geometry as XYZ:
```
21
Properties=species:S:1:pos:R:3:forces:R:3:lowdin_charge:R:1
C 2.387 -0.188 -0.103 0.08 -0.12 0.07 -0.039
C 1.110 -0.558 -0.574 -0.02 0.08 -0.21 -0.415
C -0.093 -1.428 0.117 0.07 -0.40 0.29 -0.075
C -1.173 -0.538 -0.481 -0.03 0.01 -0.07 -0.323
C -2.458 -0.281 0.279 0.02 0.03 0.02 -0.066
C -0.011 0.440 -0.403 -0.12 0.13 0.17 -0.269
C 0.013 1.350 0.794 0.02 0.06 -0.03 -0.094
H 1.916 1.388 -1.126 -0.42 0.24 -0.18 0.084
H 2.524 0.275 0.868 -0.06 -0.05 -0.09 0.049
H 3.279 -0.539 -0.608 -0.09 0.00 0.08 0.046
H 1.132 -0.950 -1.595 0.03 0.11 0.10 0.145
H -0.013 -2.451 -0.253 -0.03 0.15 0.10 0.119
H -0.038 -1.390 1.206 -0.10 -0.03 -0.20 0.119
H -1.374 -0.832 -1.518 0.03 0.03 0.16 0.143
H -2.264 -0.040 1.330 -0.03 -0.05 -0.16 0.075
H -3.003 0.558 -0.166 0.03 -0.11 0.07 0.082
H -3.109 -1.161 0.248 0.09 0.14 0.00 0.079
H 1.132 1.583 -1.345 0.47 -0.01 0.04 0.091
H 0.935 1.935 0.820 -0.11 -0.08 -0.03 0.066
H -0.045 0.794 1.743 0.01 0.04 -0.11 0.091
H -0.844 2.034 0.768 0.15 -0.17 -0.03 0.090
```
Positions in Å, forces in eV/Å.

# C38H29N4O10PS

5 unconnected molecules or ions with the total composition C38H29N4O10PS (wB97M-V/def2-TZVPD, the OMol25 dataset).

Values from the calculation:
* frontier orbital gap: 7.69 eV
* SMILES string: O=C1c2ccccc2C(=O)c2cc([PH2]=S)ccc21.O=[N+]([O-])c1ccccc1.O=[N+]([O-])c1ccccc1.O=[N+]([O-])c1ccccc1.O=[N+]([O-])c1ccccc1
* largest force on an atom: 0.50 eV Å⁻¹
* calculated total energy: -3176.08538 Ha
* total charge: 0

Geometry as XYZ:
```
83
Properties=species:S:1:pos:R:3:forces:R:3:lowdin_charge:R:1
O -0.906 -3.402 4.432 0.23 -0.02 -0.12 0.137
C -0.832 -2.610 3.522 0.00 -0.11 0.12 -0.301
C -1.281 -2.913 2.132 -0.04 0.05 -0.05 -0.100
C -1.208 -4.202 1.620 -0.05 0.12 0.08 -0.006
C -1.546 -4.426 0.293 0.03 0.03 0.13 -0.048
C -1.986 -3.375 -0.501 -0.02 -0.19 -0.16 -0.043
C -2.112 -2.101 0.020 -0.08 0.07 -0.03 0.010
C -1.746 -1.865 1.334 0.04 -0.11 0.13 -0.084
C -1.822 -0.507 1.932 -0.10 0.09 -0.11 -0.269
O -2.679 0.298 1.638 0.27 -0.03 -0.13 0.116
C -0.737 -0.207 2.907 0.07 -0.08 0.05 -0.074
C -0.198 1.067 2.997 0.22 0.00 0.33 -0.005
C 0.868 1.298 3.869 -0.26 -0.06 -0.28 -0.401
P 1.616 2.937 3.988 0.10 0.20 0.45 0.335
S 1.692 3.730 5.752 -0.03 -0.07 -0.09 0.113
C 1.358 0.263 4.662 -0.04 -0.12 -0.01 -0.065
C 0.805 -1.004 4.575 -0.10 -0.12 0.12 -0.003
C -0.235 -1.247 3.691 -0.11 0.29 -0.13 -0.093
H -0.863 -4.997 2.267 0.01 -0.08 -0.01 0.126
H -1.452 -5.419 -0.124 -0.01 -0.03 -0.04 0.113
H -2.226 -3.550 -1.541 0.01 -0.01 -0.05 0.102
H -2.465 -1.286 -0.598 -0.03 0.07 0.03 0.118
H -0.609 1.859 2.384 -0.02 0.04 -0.02 0.116
H 0.902 3.646 3.012 -0.01 -0.02 -0.12 -0.017
H 2.871 2.771 3.382 -0.01 -0.04 -0.16 -0.016
H 2.171 0.439 5.354 0.03 0.10 0.01 0.111
H 1.183 -1.820 5.177 -0.02 0.02 0.07 0.129
O 1.858 -3.773 -1.854 -0.02 -0.01 -0.02 0.079
N 3.021 -3.687 -1.519 -0.01 0.03 0.01 -0.351
O 3.970 -3.832 -2.263 0.04 0.02 -0.05 0.071
C 3.304 -3.384 -0.104 0.02 0.01 0.04 -0.146
C 2.241 -3.234 0.765 -0.18 -0.01 0.08 0.012
C 2.509 -2.971 2.098 0.18 0.05 -0.05 -0.046
C 3.821 -2.853 2.538 0.01 0.03 -0.04 -0.057
C 4.874 -2.992 1.642 -0.08 0.01 0.02 -0.058
C 4.618 -3.263 0.307 0.18 0.04 0.02 -0.004
H 1.226 -3.324 0.406 0.01 -0.01 -0.06 0.104
H 1.699 -2.836 2.796 -0.05 -0.08 0.01 0.081
H 4.025 -2.643 3.580 0.00 0.00 0.00 0.109
H 5.894 -2.885 1.981 0.01 -0.01 0.00 0.111
H 5.427 -3.370 -0.401 -0.06 -0.04 -0.07 0.121
O 7.575 1.617 -0.031 0.03 0.01 0.01 0.079
N 6.502 1.103 -0.267 -0.01 0.01 0.00 -0.354
O 5.612 0.953 0.548 -0.02 0.00 0.03 0.064
C 6.259 0.622 -1.639 -0.01 -0.03 -0.02 -0.150
C 7.264 0.745 -2.580 0.09 0.02 -0.07 -0.004
C 7.030 0.272 -3.861 -0.06 -0.03 0.00 -0.064
C 5.810 -0.311 -4.180 0.01 0.01 0.04 -0.064
C 4.813 -0.418 -3.219 0.05 -0.01 -0.04 -0.060
C 5.036 0.052 -1.935 -0.18 -0.10 -0.01 -0.007
H 8.207 1.199 -2.315 -0.02 0.01 0.07 0.119
H 7.805 0.355 -4.611 0.01 0.00 0.00 0.108
H 5.637 -0.687 -5.179 0.00 0.00 -0.01 0.109
H 3.865 -0.875 -3.467 -0.01 -0.01 0.00 0.110
H 4.272 -0.029 -1.175 0.04 0.03 0.06 0.117
O -1.819 -2.077 -3.795 -0.05 -0.01 -0.02 0.067
N -1.747 -0.876 -3.625 0.04 -0.01 0.12 -0.352
O -0.767 -0.300 -3.199 0.04 0.01 -0.01 0.074
C -2.938 -0.064 -3.927 -0.04 0.02 -0.01 -0.152
C -4.079 -0.698 -4.383 -0.08 -0.06 -0.05 -0.004
C -5.202 0.071 -4.644 0.01 0.06 0.02 -0.064
C -5.168 1.446 -4.447 0.02 -0.02 0.01 -0.066
C -4.009 2.061 -3.991 -0.05 -0.03 -0.01 -0.060
C -2.879 1.304 -3.728 0.01 0.11 0.04 -0.002
H -4.088 -1.767 -4.530 0.06 -0.01 0.02 0.119
H -6.105 -0.405 -5.000 -0.01 -0.01 0.00 0.109
H -6.049 2.040 -4.647 0.00 0.01 -0.01 0.109
H -3.985 3.131 -3.836 0.01 0.02 0.00 0.109
H -1.970 1.764 -3.371 0.04 -0.05 0.00 0.119
O -3.625 5.846 -1.331 0.01 -0.02 -0.04 0.065
N -4.494 6.093 -0.517 0.01 0.01 -0.01 -0.355
O -5.043 7.169 -0.403 -0.02 0.02 0.00 0.079
C -4.907 5.011 0.394 -0.01 -0.04 0.03 -0.151
C -4.273 3.786 0.302 0.06 -0.10 -0.02 -0.001
C -4.655 2.770 1.165 -0.10 0.06 0.00 -0.055
C -5.661 2.998 2.096 0.00 0.03 -0.02 -0.062
C -6.288 4.236 2.167 0.04 -0.05 -0.01 -0.066
C -5.911 5.258 1.311 -0.09 0.03 0.07 -0.006
H -3.494 3.629 -0.429 0.00 0.06 -0.02 0.114
H -4.166 1.809 1.114 -0.01 0.02 0.01 0.075
H -5.955 2.206 2.772 0.00 -0.01 0.00 0.109
H -7.073 4.408 2.891 0.00 0.01 0.01 0.107
H -6.387 6.226 1.353 0.04 0.03 -0.05 0.118
```
Positions in Å, forces in eV/Å.

The lowest calculated total energy belongs to which entry?
C38H29N4O10PS

Which value of total charge does entry 4 give?
0